# 1
Molecular formula: C3H7NO2
Method: DFT, the ωB97M-V functional and the def2-TZVPD basis

```
! RIJCOSX wB97M-V def2-TZVPD def2/J DEFGRID3
* xyz 0 1
C 1.203 -1.109 0.277
C 0.180 0.038 0.409
N -0.902 -0.244 1.369
O -1.293 0.813 1.813
C -0.460 0.360 -0.956
O -0.961 1.670 -1.020
H 1.616 -1.452 1.231
H 0.773 -1.999 -0.215
H 2.043 -0.791 -0.351
H 0.402 1.054 0.790
H -1.226 -0.382 -1.223
H 0.347 0.304 -1.692
H -1.723 1.741 -0.432
*
```

## Properties
SMILES string = C[C@@H](CO)N=O
E_tot = -8806.68654 eV

# 2
Molecular formula: C3H7NO2
Method: DFT, the ωB97M-V functional and the def2-TZVPD basis

```
! RIJCOSX wB97M-V def2-TZVPD def2/J DEFGRID3
* xyz 0 1
C 1.864 0.873 -0.514
O 0.517 0.642 -0.159
C 0.105 -0.651 -0.529
C -1.384 -0.892 -0.334
O -1.834 -2.020 -0.430
N -2.138 0.220 -0.164
H 2.068 0.506 -1.531
H 2.560 0.374 0.177
H 2.041 1.950 -0.484
H 0.665 -1.430 0.005
H 0.263 -0.806 -1.605
H -3.121 0.095 0.021
H -1.698 1.108 0.014
*
```

## Properties
SMILES string = COCC(N)=O
E_tot = -8809.56251 eV

# 3
Molecular formula: C3H7NO2
Method: DFT, the ωB97M-V functional and the def2-TZVPD basis

```
! RIJCOSX wB97M-V def2-TZVPD def2/J DEFGRID3
* xyz 0 1
C -1.103 -0.915 0.229
C 2.031 0.485 0.325
C -1.305 0.422 -0.072
O 0.873 0.348 -0.465
O -1.819 -1.934 -0.404
N -1.836 1.481 -0.273
H -1.824 -2.016 -1.359
H -1.368 2.333 -0.547
H -0.956 -1.123 1.290
H 0.247 -0.665 -0.366
H 2.931 0.212 -0.240
H 1.993 -0.151 1.221
H 2.135 1.523 0.661
*
```

## Properties
SMILES string = N=C=CO.CO
E_tot = -8804.97042 eV

Results for energy relative to the best compared isomer or geometry (same formula, charge and spin): 370.7 93.2 536.3 (in kJ/mol, following the order of the records).